i:
19
Properties=species:S:1:pos:R:3:nbo_charge:R:1 method="wB97M-V/def2-TZVPD" homo_lumo_gap_ev=9.25 e_homo_ev=-9.07 lumo_ev=0.19 charge=0
C 1.642 -0.736 -0.010 -0.2402
C -2.833 0.700 0.318 -0.7286
C 0.583 -1.437 0.456 -0.3864
C 2.424 0.203 0.862 -0.6537
C -2.125 -0.329 -0.504 0.4682
C 0.809 1.103 -1.595 1.0264
O -0.250 1.361 -1.171 -0.5309
O -2.410 -0.697 -1.600 -0.5379
O 1.772 1.286 -2.216 -0.5091
H 2.197 -1.156 -0.842 0.2135
H -2.102 1.326 0.831 0.2306
H -3.454 0.194 1.063 0.2352
H -3.463 1.318 -0.318 0.2321
H 0.283 -2.360 -0.018 0.2154
H 2.877 0.996 0.267 0.2185
H -1.207 -0.802 0.029 0.1081
H 0.237 -1.298 1.465 0.1980
H 3.237 -0.328 1.363 0.2278
H 1.785 0.657 1.620 0.2130



ii:
19
Properties=species:S:1:pos:R:3:nbo_charge:R:1 method="wB97M-V/def2-TZVPD" homo_lumo_gap_ev=9.27 e_homo_ev=-9.24 lumo_ev=0.03 charge=0
C 0.179 0.217 0.017 -0.1289
C 0.915 0.083 -1.311 -0.6550
C 0.125 1.673 0.506 -0.6395
C 0.948 -0.572 1.093 -0.6512
C -1.711 0.221 -0.663 0.8851
C -1.217 -1.721 0.211 0.6560
O -2.445 -0.702 -0.171 -0.5717
O -1.874 1.065 -1.468 -0.5482
O -0.822 -2.500 -0.575 -0.4734
H -1.377 -1.782 1.285 0.1875
H 0.898 -0.949 -1.666 0.2178
H 1.965 0.362 -1.187 0.2026
H 0.493 0.726 -2.080 0.2312
H -0.481 1.769 1.413 0.2066
H -0.269 2.350 -0.249 0.2328
H 1.138 2.011 0.753 0.1999
H 1.927 -0.106 1.230 0.2227
H 0.441 -0.547 2.061 0.2075
H 1.166 -1.599 0.801 0.2182



Short version: i is the most stable of them.



i:
11
Properties=species:S:1:pos:R:3:nbo_charge:R:1 method="wB97M-V/def2-TZVPD" homo_lumo_gap_ev=9.46 e_homo_ev=-8.44 lumo_ev=1.01 charge=0
S -0.550 -0.110 -0.276 0.1321
N 0.585 -0.805 1.986 -0.8257
C 1.010 0.721 -0.849 -0.7324
C -0.465 0.064 1.520 -0.3567
H 1.458 -0.472 1.650 0.3484
H 0.395 -1.710 1.507 0.3564
H 0.999 1.707 -0.416 0.2140
H 1.001 0.817 -1.955 0.2391
H 1.899 0.168 -0.554 0.2047
H -1.411 -0.188 1.975 0.2195
H -0.206 1.144 1.792 0.2004



ii:
11
Properties=species:S:1:pos:R:3:nbo_charge:R:1 method="wB97M-V/def2-TZVPD" homo_lumo_gap_ev=6.59 e_homo_ev=-7.58 lumo_ev=-0.99 charge=0
S -1.711 -0.430 0.106 -0.7729
H -1.591 -1.298 -0.910 0.0966
C 1.498 0.916 1.000 -0.4327
C 0.913 0.087 -1.244 0.1150
N 1.164 -0.140 0.012 -0.5177
H 2.588 1.017 0.986 0.2195
H 1.192 0.488 1.959 0.2320
H 0.952 1.824 0.729 0.2217
H 0.974 1.121 -1.650 0.1980
H 0.393 -0.680 -1.792 0.2197
H 0.261 -0.629 0.365 0.4209



iii:
11
Properties=species:S:1:pos:R:3:nbo_charge:R:1 method="wB97M-V/def2-TZVPD" homo_lumo_gap_ev=8.57 e_homo_ev=-7.62 lumo_ev=0.95 charge=0
S 2.705 0.121 0.734 -0.2903
H 3.899 0.183 1.425 0.1449
C -0.740 -0.474 -0.183 0.0487
C -1.016 0.568 0.643 -0.5853
N -1.424 -0.587 -1.408 -0.8188
H -0.084 -1.304 0.033 0.1858
H -1.304 0.341 1.665 0.2148
H -1.245 1.550 0.237 0.1952
H -2.291 -0.092 -1.478 0.3834
H -1.462 -1.544 -1.725 0.3788
H 2.963 1.238 0.056 0.1429



Short version: i is the most stable of them.



i:
9
Properties=species:S:1:pos:R:3:nbo_charge:R:1 method="wB97M-V/def2-TZVPD" homo_lumo_gap_ev=9.66 e_homo_ev=-8.93 lumo_ev=0.74 charge=0
C 1.149 0.371 0.027 -0.4241
N -2.568 -0.700 -0.003 -1.2032
N -0.274 -0.022 -0.100 -0.9988
P -1.803 0.657 0.036 1.2146
H 1.411 -0.338 0.777 0.2225
H 1.518 0.469 -1.012 0.2105
H 1.178 1.449 0.419 0.1967
H -3.505 -0.553 0.242 0.3596
H -0.541 -1.308 -0.074 0.4222



ii:
9
Properties=species:S:1:pos:R:3:nbo_charge:R:1 method="wB97M-V/def2-TZVPD" homo_lumo_gap_ev=8.92 e_homo_ev=-8.92 lumo_ev=0.00 charge=0
C -1.428 0.356 -0.183 -0.0475
N -1.339 -0.388 0.829 -0.6262
N 1.968 0.484 -0.038 -1.0928
P 1.926 -1.066 0.051 0.8307
H 2.423 -1.195 -1.322 -0.1106
H -2.423 0.786 -0.550 0.1414
H -0.650 0.386 -1.059 0.1791
H 1.700 1.075 0.763 0.3710
H -2.177 -0.438 1.510 0.3549



Short version: i is the most stable of them.



i:
16
Properties=species:S:1:pos:R:3:nbo_charge:R:1 method="wB97M-V/def2-TZVPD" homo_lumo_gap_ev="8.16 / 8.16" e_homo_ev="-12.61 / -12.61" lumo_ev="-4.45 / -4.45" charge=+1
C -0.120 0.922 0.274 -0.2030
C 0.984 0.149 0.017 0.2990
C -2.495 0.599 0.167 -0.0430
C -0.836 -1.159 -0.225 -0.0625
C 2.363 0.555 0.053 -0.6752
N -1.272 0.220 0.083 -0.2111
N 0.622 -1.107 -0.146 -0.5587
H -0.219 1.989 0.315 0.2437
H -2.958 1.538 0.401 0.2501
H -3.130 -0.299 0.023 0.2045
H -1.179 -1.837 0.575 0.2485
H -1.058 -1.457 -1.352 0.2553
H 2.772 0.196 -1.002 0.2633
H 2.929 -0.035 0.928 0.2743
H 2.451 1.691 0.216 0.2679
H 1.145 -1.965 -0.327 0.4467



ii:
16
Properties=species:S:1:pos:R:3:nbo_charge:R:1 method="wB97M-V/def2-TZVPD" homo_lumo_gap_ev=10.00 e_homo_ev=-14.74 lumo_ev=-4.74 charge=+1
C 3.209 0.647 -0.726 0.3724
C 0.980 -0.997 -1.175 0.4082
C -1.395 1.013 0.893 -0.6143
C -1.039 -1.598 -0.433 -0.4237
C 0.028 0.532 0.389 -0.2571
N 2.245 0.111 -1.089 -0.2952
N 0.049 -0.665 -0.387 -0.3902
H 4.158 1.164 -0.611 0.2995
H -1.334 1.714 1.624 0.2397
H -2.105 1.350 0.176 0.2324
H -1.848 0.191 1.525 0.2181
H -1.709 -1.187 -1.196 0.2383
H -1.502 -1.602 0.550 0.2363
H -0.869 -2.647 -0.615 0.2695
H 0.645 0.617 1.258 0.2405
H 0.486 1.356 -0.184 0.2256



Short version: i is the most stable of them.